Record 1
# C38H37F4N6O3Pb

C38H37F4N6O3Pb as an isolated structure (ωB97M-V with the def2-TZVPD basis set, the OMol25 dataset).

Cartesian coordinates (Å):
Pb 0.141 -0.082 -0.139
C 2.839 -1.053 4.076
C 3.625 -0.832 2.814
C 4.895 -1.391 2.703
C 5.686 -1.180 1.584
C 5.200 -0.378 0.563
C 3.934 0.193 0.634
C 3.451 1.091 -0.479
C 3.111 -0.054 1.753
N 1.797 0.441 1.737
C 1.397 1.272 2.712
O 2.103 1.707 3.642
C -0.047 1.697 2.594
C -0.542 2.612 3.475
C -1.880 3.087 3.341
C -2.637 2.601 2.280
C -2.114 1.658 1.414
N -0.811 1.170 1.570
C -2.945 1.156 0.298
O -4.079 1.652 0.076
N -2.352 0.211 -0.466
C -3.156 -0.512 -1.366
C -2.809 -0.632 -2.727
C -1.663 0.127 -3.352
C -3.555 -1.455 -3.568
C -4.654 -2.158 -3.111
C -5.019 -2.019 -1.779
C -4.303 -1.206 -0.907
C -4.770 -1.091 0.519
H 3.183 -1.953 4.593
H 1.774 -1.149 3.870
H 2.938 -0.188 4.735
H 5.267 -2.005 3.519
H 6.669 -1.634 1.510
H 5.813 -0.188 -0.313
H 4.301 1.510 -1.022
H 2.835 1.902 -0.089
H 2.837 0.542 -1.200
H 0.125 2.964 4.249
H -2.285 3.820 4.028
H -3.652 2.932 2.098
H -2.035 0.990 -3.917
H -1.117 -0.518 -4.042
H -0.957 0.495 -2.617
H -3.246 -1.547 -4.607
H -5.208 -2.814 -3.774
H -5.875 -2.566 -1.393
H -5.439 -1.918 0.767
H -5.285 -0.142 0.674
H -3.931 -1.094 1.219
C -1.016 -1.917 2.480
N -0.435 -2.333 1.208
C 0.817 -3.057 1.417
C -1.403 -3.172 0.491
C -1.091 -3.553 -0.976
N -0.021 -2.753 -1.530
C 0.365 -2.951 -2.771
C 1.443 -2.148 -3.287
F 2.030 -1.274 -2.440
C 1.900 -2.215 -4.571
F 2.917 -1.398 -4.943
C 1.370 -3.086 -5.518
C 0.346 -3.892 -5.056
F -0.225 -4.769 -5.920
C -0.141 -3.850 -3.771
F -1.148 -4.714 -3.476
H -1.303 -2.790 3.092
H -1.897 -1.299 2.302
H -0.299 -1.314 3.034
H 0.641 -3.973 2.005
H 1.527 -2.423 1.949
H 1.241 -3.318 0.447
H -2.358 -2.653 0.519
H -1.529 -4.102 1.074
H -2.028 -3.423 -1.526
H -0.861 -4.627 -1.012
H 1.723 -3.121 -6.539
O 0.395 2.481 -1.209
N -0.502 3.088 -1.885
C -1.642 3.487 -1.283
C -2.651 4.082 -2.011
C -2.507 4.291 -3.368
C -1.324 3.885 -3.964
C -0.338 3.287 -3.209
H -1.691 3.298 -0.220
H -3.556 4.359 -1.488
H -3.299 4.744 -3.951
H -1.159 4.012 -5.026
H 0.596 2.914 -3.600

## Properties
Frontier orbital gap (spin up / spin down) in eV: 3.958 / 5.954
Multiplicity: 2
Net charge: -2
E_HOMO (spin up / spin down) in eV: 0.354 / -1.643

Results of the Löwdin charge analysis, in e, for atoms 1 through 4: 1.45 -0.06 -0.22 -0.08

=====

Record 2
# C38H37F6N2O8S2Ti

C38H37F6N2O8S2Ti as an isolated structure (ωB97M-V with the def2-TZVPD basis set, the OMol25 dataset).

Cartesian coordinates (Å):
Ti 0.038 -0.180 0.198
F 0.466 4.523 2.076
C 0.721 3.438 1.370
F 1.803 3.608 0.635
F 0.892 2.400 2.190
S -0.719 3.092 0.258
O -0.334 1.868 -0.473
O -0.948 4.252 -0.515
N -1.887 2.796 1.283
S -2.374 1.356 1.596
O -3.536 0.888 0.922
O -1.253 0.351 1.599
C -2.750 1.487 3.402
F -1.655 1.852 4.049
F -3.147 0.297 3.826
F -3.704 2.378 3.573
C 5.353 -3.775 1.665
C 4.633 -3.383 0.394
C 5.283 -3.921 -0.861
O 3.279 -3.835 0.480
C 2.411 -2.763 0.212
C 3.249 -1.528 0.582
O 4.558 -1.958 0.292
C 2.965 -0.233 -0.224
O 1.714 0.277 0.273
C 2.806 -0.539 -1.708
C 1.581 -0.490 -2.360
C 1.453 -0.863 -3.693
C 2.565 -1.284 -4.400
C 3.802 -1.310 -3.769
C 3.923 -0.936 -2.440
C 3.987 0.865 0.038
C 4.095 1.916 -0.868
C 4.937 2.986 -0.610
C 5.681 3.016 0.561
C 5.576 1.973 1.469
C 4.732 0.903 1.211
C 1.089 -2.966 0.991
O 0.283 -1.841 0.610
C 1.307 -2.941 2.499
C 0.824 -1.914 3.301
C 1.080 -1.895 4.666
C 1.818 -2.910 5.251
C 2.286 -3.952 4.462
C 2.031 -3.972 3.100
C 0.310 -4.181 0.489
C 0.123 -4.340 -0.885
C -0.654 -5.375 -1.378
C -1.265 -6.266 -0.503
C -1.096 -6.105 0.862
C -0.316 -5.066 1.356
H 5.325 -4.858 1.790
H 4.872 -3.307 2.524
H 6.392 -3.452 1.617
H 5.369 -5.005 -0.798
H 6.279 -3.494 -0.978
H 4.680 -3.663 -1.732
H 2.165 -2.730 -0.853
H 3.132 -1.295 1.647
H 0.669 -0.092 -1.917
H 0.486 -0.800 -4.176
H 2.476 -1.569 -5.440
H 4.682 -1.617 -4.317
H 4.890 -0.950 -1.957
H 3.515 1.905 -1.782
H 5.012 3.795 -1.323
H 6.342 3.847 0.764
H 6.156 1.987 2.382
H 4.677 0.097 1.930
H 0.224 -1.118 2.884
H 0.695 -1.084 5.270
H 2.018 -2.898 6.314
H 2.850 -4.760 4.910
H 2.392 -4.794 2.499
H 0.581 -3.652 -1.585
H -0.773 -5.497 -2.447
H -1.865 -7.081 -0.886
H -1.570 -6.790 1.553
H -0.204 -4.952 2.425
C -4.010 -2.848 -0.709
C -3.691 -1.898 -1.878
C -3.423 -2.685 -3.168
C -4.803 -0.854 -2.064
C -2.465 -1.190 -1.511
N -1.501 -0.662 -1.183
H -4.920 -3.394 -0.958
H -4.178 -2.292 0.213
H -3.204 -3.567 -0.553
H -4.334 -3.224 -3.429
H -2.621 -3.410 -3.029
H -3.168 -2.023 -3.995
H -5.727 -1.381 -2.301
H -4.576 -0.174 -2.884
H -4.954 -0.279 -1.152

## Properties
Frontier orbital gap in eV: 7.627
Net charge: +1
E_HOMO in eV: -11.561

Results of the Löwdin charge analysis, in e, for atoms 1 through 4: 1.09 0.18 -0.68 0.18

=====

Record 3
# C38H37N3O5

A 2-piece molecular cluster, C38H37N3O5 overall in a non-equilibrium geometry (ωB97M-V with the def2-TZVPD basis set, the OMol25 dataset).

Cartesian coordinates (Å):
C 2.248 2.810 3.683
N 1.821 1.997 2.567
C 2.631 1.777 1.474
O 3.686 2.360 1.244
C 1.990 0.668 0.647
C 2.960 -0.437 0.249
C 3.444 -1.171 1.478
C 4.412 -0.554 2.271
C 4.708 -1.054 3.537
C 4.043 -2.192 4.004
C 3.141 -2.868 3.175
C 2.903 -2.397 1.882
N 0.920 0.201 1.526
C 0.346 -1.008 1.461
C -0.637 -1.399 2.370
C -0.807 -2.715 2.792
C -2.077 -3.300 3.134
C -2.255 -4.705 3.020
C -3.520 -5.259 3.119
C -4.615 -4.450 3.454
C -4.432 -3.085 3.711
C -3.179 -2.502 3.534
C 0.749 1.032 2.733
C -0.613 1.642 2.872
C -1.140 2.471 1.949
C -2.483 3.024 2.022
C -2.835 4.093 1.165
C -4.097 4.673 1.235
C -5.046 4.188 2.148
C -4.717 3.117 2.991
C -3.454 2.526 2.927
H 3.111 3.410 3.384
H 1.425 3.469 3.978
H 2.527 2.184 4.547
H 1.548 1.152 -0.240
H 2.472 -1.109 -0.463
H 3.815 0.046 -0.243
H 4.910 0.341 1.887
H 5.444 -0.537 4.154
H 4.239 -2.564 5.010
H 2.627 -3.763 3.533
H 2.265 -2.961 1.195
H 0.662 -1.674 0.655
H -1.328 -0.628 2.717
H 0.048 -3.401 2.731
H -1.375 -5.321 2.806
H -3.641 -6.334 2.965
H -5.599 -4.906 3.549
H -5.265 -2.471 4.055
H -3.009 -1.435 3.712
H 0.936 0.442 3.654
H -1.152 1.358 3.780
H -0.521 2.786 1.099
H -2.083 4.450 0.456
H -4.342 5.510 0.581
H -6.030 4.650 2.210
H -5.446 2.743 3.709
H -3.208 1.670 3.561
C -2.647 -6.774 5.879
C -1.335 -6.172 6.296
O -1.187 -4.891 5.661
C 0.025 -4.331 5.961
C 0.098 -2.916 5.675
C 0.979 -2.081 6.378
C 2.060 -2.595 7.182
C 2.756 -1.801 8.066
C 2.469 -0.420 8.147
N 3.217 0.427 9.012
O 2.939 1.652 9.033
O 4.128 -0.064 9.715
C 1.482 0.145 7.307
C 0.808 -0.645 6.398
O 0.908 -5.049 6.446
H -2.826 -7.671 6.477
H -3.489 -6.088 6.032
H -2.621 -7.093 4.831
H -1.311 -5.987 7.381
H -0.506 -6.829 6.003
H -0.744 -2.488 5.144
H 2.267 -3.659 7.119
H 3.515 -2.228 8.716
H 1.273 1.208 7.418
H 0.064 -0.188 5.740

## Properties
Frontier orbital gap in eV: 4.076
E_HOMO in eV: -6.231

Results of the Löwdin charge analysis, in e, for atoms 1 through 4: 0.00 -0.03 -0.39 0.07

=====

Record 4
# C38H37N8O3Pt

C38H37N8O3Pt as an isolated structure in a non-equilibrium geometry (ωB97M-V with the def2-TZVPD basis set, the OMol25 dataset).

Cartesian coordinates (Å):
Pt -0.099 -0.645 1.161
C -0.013 -1.534 4.420
N 0.459 -0.316 3.805
C 1.875 -0.032 3.885
C 2.599 -0.339 2.598
N 2.083 -0.881 1.514
C 3.174 -1.154 0.676
C 3.221 -1.830 -0.538
C 4.459 -2.011 -1.119
C 5.632 -1.534 -0.510
C 5.598 -0.882 0.708
C 4.344 -0.718 1.285
N 3.939 -0.194 2.506
C -0.111 -2.655 3.426
N -0.014 -2.537 2.124
C -0.300 -3.797 1.594
C -0.345 -4.219 0.269
C -0.651 -5.544 0.040
C -0.908 -6.430 1.101
C -0.861 -6.018 2.418
C -0.544 -4.682 2.635
N -0.412 -3.920 3.794
H -1.021 -1.363 4.803
H 0.604 -1.845 5.272
H -0.091 0.462 4.132
H 2.345 -0.640 4.668
H 2.045 1.011 4.161
H 2.313 -2.201 -0.997
H 4.534 -2.531 -2.065
H 6.584 -1.693 -0.998
H 6.504 -0.545 1.196
H 4.535 0.226 3.199
H -0.165 -3.518 -0.536
H -0.698 -5.914 -0.975
H -1.155 -7.460 0.881
H -1.067 -6.701 3.232
H -0.532 -4.248 4.737
C 0.493 5.401 -4.098
O 0.003 4.330 -3.300
C -1.023 3.592 -3.801
C -1.630 3.800 -5.027
C -2.661 2.959 -5.443
C -3.067 1.911 -4.642
C -2.451 1.693 -3.411
C -1.440 2.536 -2.978
N -0.724 2.393 -1.764
C -0.947 1.454 -0.789
N -2.226 1.311 -0.437
C -2.801 0.375 0.441
C -2.064 -0.507 1.197
C -2.789 -1.368 2.044
C -4.168 -1.338 2.118
C -4.893 -0.425 1.355
C -4.202 0.431 0.523
O -4.777 1.377 -0.274
C -6.188 1.535 -0.198
N 0.045 0.841 -0.193
C 1.328 1.007 -0.820
C 1.520 0.422 -2.076
C 2.696 0.562 -2.780
C 3.735 1.295 -2.212
C 3.569 1.872 -0.973
C 2.368 1.754 -0.264
O 2.384 2.424 0.923
C 1.195 2.799 1.613
H 1.278 5.875 -3.518
H -0.295 6.127 -4.304
H 0.905 5.031 -5.038
H -1.310 4.611 -5.665
H -3.130 3.129 -6.403
H -3.856 1.247 -4.967
H -2.755 0.851 -2.804
H 0.216 2.758 -1.807
H -2.884 1.931 -0.884
H -2.260 -2.096 2.641
H -4.696 -2.033 2.759
H -5.971 -0.391 1.421
H -6.439 2.346 -0.874
H -6.495 1.796 0.816
H -6.701 0.626 -0.515
H 0.697 -0.155 -2.486
H 2.808 0.099 -3.752
H 4.672 1.423 -2.740
H 4.355 2.466 -0.521
H 1.537 3.375 2.470
H 0.617 1.943 1.943
H 0.561 3.437 0.993

## Properties
Frontier orbital gap in eV: 7.937
Net charge: +1
E_HOMO in eV: -9.799

Results of the Löwdin charge analysis, in e, for atoms 1 through 4: 1.13 -0.12 -0.09 -0.12

=====

Record 5
# C38H38AgN5Se

C38H38AgN5Se as an isolated structure (ωB97M-V with the def2-TZVPD basis set, the OMol25 dataset).

Cartesian coordinates (Å):
Ag 0.862 -1.480 -2.063
C -3.761 -1.589 -1.551
C -3.925 -1.773 -0.187
C -2.821 -1.667 0.636
C -1.574 -1.366 0.085
N -1.437 -1.130 -1.226
C -2.499 -1.258 -2.012
C -0.335 -1.373 0.909
C -0.356 -1.652 2.274
C 0.844 -1.783 2.947
C 2.029 -1.650 2.247
C 1.981 -1.317 0.896
N 0.814 -1.157 0.267
C 3.212 -1.110 0.085
C 4.486 -1.250 0.636
C 5.600 -1.067 -0.161
C 5.418 -0.752 -1.497
C 4.122 -0.624 -1.965
N 3.048 -0.791 -1.204
H -4.590 -1.694 -2.237
H -4.895 -2.015 0.229
H -2.929 -1.839 1.696
H -2.326 -1.082 -3.068
H -1.285 -1.777 2.810
H 0.855 -2.002 4.007
H 2.967 -1.799 2.759
H 4.616 -1.505 1.677
H 6.594 -1.173 0.253
H 6.260 -0.612 -2.160
H 3.932 -0.374 -3.003
C -1.373 4.782 -3.339
C -2.156 4.867 -2.032
C -3.141 3.716 -1.831
C -2.497 2.344 -1.611
N -1.714 2.289 -0.393
C -0.351 2.223 -0.307
Se 0.826 2.040 -1.669
N -0.027 2.287 1.018
C 1.330 2.272 1.531
C 2.054 3.604 1.352
C 1.407 4.796 2.052
C 1.425 4.711 3.577
C -1.185 2.286 1.778
C -1.400 2.237 3.146
C -2.714 2.205 3.590
C -3.780 2.215 2.693
C -3.568 2.257 1.323
C -2.256 2.294 0.880
H -0.782 5.688 -3.482
H -2.051 4.677 -4.189
H -0.685 3.938 -3.337
H -2.727 5.799 -2.023
H -1.463 4.907 -1.186
H -3.787 3.637 -2.710
H -3.784 3.942 -0.975
H -1.839 2.078 -2.437
H -3.283 1.590 -1.537
H 1.882 1.507 0.988
H 1.280 1.989 2.583
H 2.116 3.809 0.282
H 3.077 3.470 1.716
H 0.377 4.914 1.702
H 1.951 5.693 1.748
H 0.792 3.903 3.944
H 1.056 5.641 4.011
H 2.441 4.545 3.943
H -0.578 2.201 3.849
H -2.913 2.166 4.653
H -4.793 2.184 3.073
H -4.399 2.237 0.630
C 0.922 -3.495 -2.447
C 0.936 -4.697 -2.236
C 0.944 -6.116 -2.061
C 1.119 -6.677 -0.791
C 1.127 -8.052 -0.619
C 0.958 -8.897 -1.707
C 0.781 -8.351 -2.972
C 0.773 -6.978 -3.150
H 1.248 -6.019 0.059
H 1.269 -8.467 0.372
H 0.966 -9.971 -1.569
H 0.651 -9.001 -3.828
H 0.633 -6.553 -4.135

## Properties
Frontier orbital gap in eV: 6.650
E_HOMO in eV: -6.842

Results of the Löwdin charge analysis, in e, for atoms 1 through 4: 0.59 -0.06 -0.06 -0.01

=====

no.,E_tot (Eh)
1,-2616.84230
2,-4426.62579
3,-2010.51117
4,-2253.23785
5,-4292.99377